[1]
Entry from OMol25: a structure of composition C2H6IOP at a distorted geometry (wB97M-V/def2-TZVPD).

The geometry in XYZ format:
```
11
Properties=species:S:1:pos:R:3:forces:R:3
I -3.658694 -0.115954 0.099162 -0.952 0.049 0.297
P -0.741257 -1.116400 -0.801097 0.497 0.228 2.107
O -1.461266 1.401394 -1.059412 -0.063 4.580 -3.125
C 0.958641 -0.493647 -0.340226 -1.285 0.639 -0.952
C -1.692307 0.417745 -0.326825 1.961 -2.752 4.638
H 0.906352 0.031190 0.611418 0.071 0.391 -0.246
H 1.393168 0.020991 -1.188142 -0.159 0.913 0.073
H -1.996032 2.197729 -0.837080 0.451 -0.679 -0.199
H -0.974338 -1.553371 0.577928 -0.013 -0.268 -1.164
H 1.622449 -1.285730 -0.270416 1.076 -2.055 0.499
H -0.772190 1.010632 1.300833 -1.585 -1.047 -1.927
```
Positions in Å, forces in eV/Å.

Output
E ... -793.928506 Eh
Strongest force on any atom ... 0.112 Eh/bohr
Kohn-Sham gap (spin up / spin down) ... 8.060 / 8.059 eV
LUMO (spin up / spin down) ... -0.23 / -0.23 eV
ΔE to the lowest compared entry with this formula, charge and spin ... 5.266 eV
HOMO energy (spin up / spin down) ... -8.290 / -8.289 eV


[2]
Entry from OMol25: a cluster of 9 separate species, H17O9 in total at a distorted geometry (wB97M-V/def2-TZVPD).

The geometry in XYZ format:
```
26
Properties=species:S:1:pos:R:3:forces:R:3
O -0.901184 -0.913833 -0.064038 -0.100 0.255 0.800
O 2.134474 1.466281 -1.969079 -1.181 -0.527 -0.780
O 0.650841 -1.886327 3.350364 -0.303 -0.565 0.298
O -1.129287 -0.352572 -4.063324 0.116 -0.139 -0.318
O -3.017902 -2.120871 -1.244187 -0.535 -0.166 -0.035
O 0.392468 0.602078 1.799261 -0.359 0.032 -1.004
O -1.582354 0.582831 3.906600 -0.084 -0.048 -0.472
O -0.326980 0.950883 -1.619249 0.093 -0.166 -0.003
O 3.719292 1.433381 0.089210 0.195 -0.536 -0.001
H 3.197525 1.090912 -0.676788 0.278 0.520 0.399
H 0.294154 -0.064407 1.075354 0.050 -0.082 0.474
H -3.198396 -1.969600 -0.310274 0.064 -0.120 0.001
H -0.707928 -0.154078 -0.765085 0.477 -0.165 -0.128
H -2.491238 -1.341180 -1.444489 0.154 0.048 -0.129
H -0.117483 1.270986 1.318228 0.285 0.399 0.308
H 2.091178 1.310006 -2.920525 0.582 0.129 -0.004
H -0.987046 0.596887 -4.137170 -0.097 -0.003 0.158
H -0.594534 -1.797431 -0.263731 0.117 0.063 -0.577
H -1.213678 0.958063 3.088633 0.026 -0.067 0.434
H -0.711652 -0.530010 -3.212621 -0.078 0.185 0.135
H -0.470290 1.827927 -1.257405 -0.282 0.032 0.012
H -1.310560 -0.335090 3.776904 0.064 0.014 0.344
H 1.593581 -1.710831 3.380357 -0.035 0.264 -0.222
H 3.643902 2.383261 -0.006719 -0.108 0.071 -0.074
H 1.140151 1.161572 -1.783883 0.429 0.335 0.386
H 0.325601 -1.575128 2.500490 0.231 0.236 -0.003
```
Positions in Å, forces in eV/Å.

Output
E ... -687.418037 Eh
Strongest force on any atom ... 0.029 Eh/bohr
Kohn-Sham gap ... 9.810 eV
LUMO ... 3.27 eV
ΔE to the lowest compared entry with this formula, charge and spin ... 0.927 eV
HOMO energy ... -6.544 eV
Net charge ... -1


[3]
Entry from OMol25: a cluster of 2 separate species, C6H9N3O2S in total at a distorted geometry (wB97M-V/def2-TZVPD).

The geometry in XYZ format:
```
21
Properties=species:S:1:pos:R:3:forces:R:3
S 1.231264 -0.370332 1.278262 0.784 -2.311 0.089
O -0.083704 -1.772938 -2.838263 -1.571 -0.496 -0.446
O 1.410616 -2.425488 -1.290550 -0.319 -0.148 -0.544
N -0.749862 -2.802118 -0.868072 -2.811 -1.037 -0.689
N -0.641393 -2.218081 1.483013 0.253 0.030 0.555
N 0.797466 0.878259 0.597048 -1.019 1.662 -0.291
C 0.674929 -0.095925 2.940308 1.120 0.825 1.869
C 0.664391 -0.647316 -3.389249 1.032 0.259 2.408
C -0.700560 -2.622657 0.375461 0.762 0.992 -0.330
C -0.152866 1.674275 1.419252 0.629 0.547 -0.899
C 0.230593 -2.432288 -1.660327 3.959 2.938 -0.078
C -0.075928 1.225743 2.885394 -3.793 -0.040 -0.585
H 0.063263 0.341375 -3.220229 0.826 -1.981 -0.656
H -1.115165 1.506658 0.912079 0.166 0.023 0.325
H 1.554316 -0.069213 3.661780 -0.775 -0.015 -1.122
H 0.095879 -0.955432 3.196761 -0.531 -0.445 0.145
H -1.255887 1.051905 3.064293 2.865 0.350 0.556
H 1.588039 -0.571947 -2.712233 -1.003 0.069 -1.268
H 0.069068 2.754450 1.348309 0.047 -0.552 -0.385
H 0.300699 2.090961 3.445317 -0.004 -0.816 0.325
H 0.978944 -0.837690 -4.446983 -0.617 0.144 1.019
```
Positions in Å, forces in eV/Å.

Output
E ... -946.811302 Eh
Strongest force on any atom ... 0.096 Eh/bohr
Kohn-Sham gap (spin up / spin down) ... 6.200 / 6.200 eV
LUMO (spin up / spin down) ... -2.18 / -2.18 eV
ΔE to the lowest compared entry with this formula, charge and spin ... 4.858 eV
HOMO energy (spin up / spin down) ... -8.378 / -8.378 eV


[4]
Entry from OMol25: a cluster of 2 separate species, C4H12N2S in total at a distorted geometry (wB97M-V/def2-TZVPD).

The geometry in XYZ format:
```
19
Properties=species:S:1:pos:R:3:forces:R:3
S -2.519616 0.117803 0.336656 0.667 2.477 0.273
N -2.707552 -1.047843 -0.620612 -0.608 -2.254 -0.566
N -4.008990 0.902382 0.904971 -0.660 -1.331 1.258
C 3.221409 -0.170383 0.096967 3.861 -1.698 0.355
C 1.347300 0.248296 -1.457144 -3.373 -0.976 0.390
C 0.929415 -0.094631 0.897454 2.854 0.324 3.825
C 1.821700 0.080091 -0.053339 -1.489 -1.124 -1.104
H -4.648308 0.092408 1.035139 0.030 0.408 -1.038
H 2.040498 0.659947 -2.104693 1.347 1.124 -1.168
H -3.915646 1.057578 1.931289 0.702 0.470 -0.766
H 3.700369 0.602132 0.712856 0.143 -0.376 0.066
H 1.059190 -0.167592 2.048171 0.672 -0.167 -2.118
H 0.407674 0.818037 -1.401421 0.476 0.512 -0.356
H 3.843205 -0.250993 -0.854432 -1.106 0.445 0.924
H -2.529451 -1.920928 -0.107171 -0.104 0.348 -0.226
H 3.384113 -1.212702 0.556550 -0.118 1.657 -0.250
H -0.045752 -0.112978 0.719176 -3.907 0.277 -1.180
H 0.921381 -0.647531 -1.972194 0.875 -0.029 0.638
H -2.300944 1.046909 -0.668232 -0.262 -0.085 1.044
```
Positions in Å, forces in eV/Å.

Output
E ... -667.149965 Eh
Strongest force on any atom ... 0.093 Eh/bohr
Kohn-Sham gap ... 9.470 eV
LUMO ... 0.60 eV
ΔE to the lowest compared entry with this formula, charge and spin ... 3.943 eV
HOMO energy ... -8.866 eV


[5]
Entry from OMol25: a structure of composition C13H26ClINOP2Pb at a distorted geometry (wB97M-V/def2-TZVPD).

The geometry in XYZ format:
```
46
Properties=species:S:1:pos:R:3:forces:R:3
Pb 0.336942 -3.640690 -1.566449 0.207 -0.386 -0.566
I -0.420726 -0.634250 1.265258 -0.142 -0.937 -0.199
Cl -0.064636 -3.830310 -3.901102 0.070 0.149 0.599
P -2.440800 -0.274903 -0.185481 -3.126 0.999 3.207
P 2.550716 -0.368377 -0.107164 3.094 0.601 -0.040
O -1.044527 2.437450 -0.234102 1.592 -5.338 -0.959
N 0.165674 1.976727 2.130203 -0.648 0.133 -0.226
C -3.480933 -1.718058 0.235758 0.606 -1.106 -0.451
C -3.266777 0.805621 1.042908 0.261 0.366 0.321
C -0.705485 1.337898 -0.655970 -1.730 6.517 -1.476
C 0.289461 3.971344 4.010079 -0.285 -0.738 0.207
C -0.581366 1.911566 3.210681 0.342 -0.403 0.942
C 3.459843 0.657468 1.140624 -0.690 0.615 0.708
C 3.602851 0.291358 -1.478744 -0.685 -0.077 -0.549
C -0.398542 2.777995 4.266633 0.250 0.664 0.481
C -0.192902 1.211903 -2.122722 0.164 -0.521 -0.728
C 3.663639 -1.807485 0.212801 -0.462 -0.745 -0.094
C 0.850729 3.054294 1.855464 1.151 1.413 -0.132
C 0.890388 4.124408 2.761892 -0.912 -0.135 0.397
C -3.492258 0.337583 -1.550043 0.965 0.130 -1.867
H -4.520276 0.241097 -1.170563 0.519 -0.053 -0.038
H -4.517759 -1.358332 0.132559 0.449 -0.311 -0.039
H 1.294261 5.083181 2.509983 0.632 0.117 -0.302
H -3.357907 -0.309799 -2.422957 -0.213 0.382 -0.124
H 3.478599 -2.586027 -0.539754 0.272 -0.047 0.158
H 3.501968 -2.232371 1.207431 -0.019 -0.033 -0.109
H 4.535105 0.425468 1.089562 -0.462 0.033 -0.040
H -0.801513 2.510675 5.247027 -0.257 0.465 -0.430
H -4.332217 0.755656 0.797825 0.222 0.243 0.138
H -3.136360 0.433941 2.057895 0.026 -0.033 -0.054
H 1.457904 3.152708 0.946092 -0.385 -0.394 0.236
H 4.657102 0.261349 -1.167723 -0.390 0.054 -0.167
H -3.323517 -2.068660 1.262017 0.117 0.078 -0.256
H 3.332945 1.733196 0.963081 0.025 -0.257 -0.051
H 3.457866 -0.340514 -2.363103 0.213 0.289 -0.049
H -3.285290 -2.527992 -0.485518 -0.381 0.043 0.365
H 3.110734 0.464316 2.158640 0.102 -0.022 0.019
H -1.355035 1.174138 3.309821 0.036 -0.651 -0.070
H -3.272821 1.387788 -1.772302 -0.061 -0.268 -0.121
H 0.850043 0.868163 -2.266618 -0.638 -0.120 0.529
H -2.904563 1.833473 0.980385 -0.197 -0.075 0.062
H -0.251990 2.191345 -2.649779 -0.149 -0.403 0.854
H -0.894305 0.531192 -2.659421 0.589 0.239 0.426
H 3.311739 1.324058 -1.706322 0.168 -0.193 -0.115
H 4.714665 -1.477076 0.146236 -0.519 -0.205 -0.065
H 0.285631 4.742686 4.780981 0.278 -0.081 -0.332
```
Positions in Å, forces in eV/Å.

Output
E ... -2273.146081 Eh
Strongest force on any atom ... 0.134 Eh/bohr
Kohn-Sham gap (spin up / spin down) ... 5.270 / 4.192 eV
LUMO (spin up / spin down) ... -12.44 / -13.11 eV
HOMO energy (spin up / spin down) ... -17.707 / -17.306 eV
Net charge ... +3


[6]
Entry from OMol25: a cluster of 2 separate species, CH3N3OS in total at a distorted geometry (wB97M-V/def2-TZVPD).

The geometry in XYZ format:
```
9
Properties=species:S:1:pos:R:3:forces:R:3
S 0.308631 1.221308 -0.054795 -1.720 1.242 -0.610
O 0.377845 2.275657 0.933731 0.755 -0.130 -0.534
N -0.737047 1.460122 -1.171028 0.971 1.771 1.867
N -0.322009 0.022226 0.844312 0.394 -2.648 1.446
N 4.191779 -0.154771 -0.116916 1.730 -1.403 0.865
C 3.392526 0.526411 -0.558851 -2.506 1.490 -0.744
H 0.193084 0.155730 1.704212 -0.163 -0.452 0.625
H -0.626421 0.924253 -1.960623 0.218 -1.734 -2.402
H -0.398392 -1.014142 0.647652 0.320 1.865 -0.512
```
Positions in Å, forces in eV/Å.

Output
E ... -677.360649 Eh
Strongest force on any atom ... 0.059 Eh/bohr
Kohn-Sham gap (spin up / spin down) ... 5.873 / 7.977 eV
LUMO (spin up / spin down) ... -4.19 / -2.95 eV
ΔE to the lowest compared entry with this formula, charge and spin ... 7.077 eV
HOMO energy (spin up / spin down) ... -10.060 / -10.928 eV


Copy entry 1 word for word.
Entry from OMol25: a structure of composition C2H6IOP at a distorted geometry (wB97M-V/def2-TZVPD).

The geometry in XYZ format:
```
11
Properties=species:S:1:pos:R:3:forces:R:3
I -3.658694 -0.115954 0.099162 -0.952 0.049 0.297
P -0.741257 -1.116400 -0.801097 0.497 0.228 2.107
O -1.461266 1.401394 -1.059412 -0.063 4.580 -3.125
C 0.958641 -0.493647 -0.340226 -1.285 0.639 -0.952
C -1.692307 0.417745 -0.326825 1.961 -2.752 4.638
H 0.906352 0.031190 0.611418 0.071 0.391 -0.246
H 1.393168 0.020991 -1.188142 -0.159 0.913 0.073
H -1.996032 2.197729 -0.837080 0.451 -0.679 -0.199
H -0.974338 -1.553371 0.577928 -0.013 -0.268 -1.164
H 1.622449 -1.285730 -0.270416 1.076 -2.055 0.499
H -0.772190 1.010632 1.300833 -1.585 -1.047 -1.927
```
Positions in Å, forces in eV/Å.

Output
E ... -793.928506 Eh
Strongest force on any atom ... 0.112 Eh/bohr
Kohn-Sham gap (spin up / spin down) ... 8.060 / 8.059 eV
LUMO (spin up / spin down) ... -0.23 / -0.23 eV
ΔE to the lowest compared entry with this formula, charge and spin ... 5.266 eV
HOMO energy (spin up / spin down) ... -8.290 / -8.289 eV


Question: Among the records above, which one has the highest strongest force on any atom?
Answer: C13H26ClINOP2Pb